[1]
Formula: C16H36N8Ti
Source: OMol25
Level of theory: wB97M-V/def2-TZVPD

Structure (XYZ):
```
61
Properties=species:S:1:pos:R:3:lowdin_charge:R:1
Ti 0.8852 -0.2331 -0.0820 1.031
C 3.6290 -1.0113 -1.3735 -0.156
C 2.6252 -1.5347 -2.3844 -0.139
N 1.1903 -1.2742 -1.9855 -0.123
C 0.4182 -2.5502 -1.8639 -0.159
C 0.7506 -3.1928 -0.5373 -0.155
N 0.3452 -2.2631 0.5643 -0.127
C 0.7903 -2.7858 1.9064 -0.150
C 2.0771 -2.1589 2.4158 -0.150
C 1.8981 -0.7524 2.9607 -0.150
N 1.7118 0.2972 1.8950 -0.122
C 2.9813 1.0550 1.6573 -0.154
C 2.7852 1.9725 0.4737 -0.153
N 2.4641 1.1363 -0.7260 -0.119
C 3.7093 0.5027 -1.3045 -0.138
H 4.6158 -1.3896 -1.6484 0.153
H 3.4294 -1.4335 -0.3756 0.097
H 2.7528 -2.6083 -2.5175 0.137
H 2.8001 -1.0757 -3.3581 0.147
H 0.7641 -0.7440 -2.7405 0.132
H 0.6479 -3.2172 -2.6956 0.149
H -0.6470 -2.3122 -1.9134 0.129
H 1.8216 -3.3853 -0.4484 0.136
H 0.2399 -4.1503 -0.4258 0.153
H -0.6727 -2.2827 0.5760 0.126
H 0.8990 -3.8676 1.8248 0.140
H -0.0145 -2.6012 2.6190 0.136
H 2.8685 -2.1966 1.6580 0.113
H 2.4419 -2.7821 3.2348 0.148
H 2.7584 -0.4665 3.5662 0.140
H 1.0269 -0.7222 3.6161 0.136
H 1.0594 0.9783 2.2768 0.124
H 3.7803 0.3345 1.4716 0.136
H 3.2557 1.6196 2.5495 0.154
H 3.6718 2.5806 0.2905 0.151
H 1.9502 2.6541 0.6532 0.129
H 2.0989 1.7680 -1.4345 0.134
H 4.5596 0.8050 -0.6949 0.137
H 3.8753 0.9161 -2.2999 0.148
C -5.2199 -0.0325 -1.5583 0.264
N -0.4927 0.7156 -0.3404 -0.156
C -3.9300 1.6902 2.3623 0.260
N -3.9718 1.9441 1.1133 -0.033
C -5.0893 1.5076 0.2535 -0.015
N -4.5889 0.9330 -1.0049 -0.033
C -3.5409 1.8218 -1.6910 -0.044
N -2.5129 2.2127 -0.7924 -0.118
C -1.0962 1.8642 -0.9918 -0.250
C -2.9982 2.8645 0.3822 -0.042
H -6.0355 -0.5388 -1.0484 0.150
H -4.9221 -0.3639 -2.5490 0.148
H -3.1302 2.1073 2.9661 0.144
H -4.6887 1.0835 2.8502 0.150
H -5.6763 2.3954 -0.0031 0.184
H -5.7165 0.7888 0.7760 0.162
H -4.1319 2.6829 -2.0255 0.170
H -3.1597 1.2860 -2.5561 0.155
H -0.5431 2.7557 -0.6841 0.129
H -0.9873 1.7655 -2.0743 0.130
H -3.6065 3.7450 0.1449 0.168
H -2.2052 3.1431 1.0704 0.155
```

Its maximum force is 0.862 eV Å⁻¹. As for the multiplicity: 1. For the total energy, the calculation gives -52173.22042 eV. For the molar mass, the calculation gives 388.4 g/mol. The calculation puts the relative energy (zero: lowest compared OMol25 entry of this formula, charge and spin) at 0.0 kJ/mol. Its HOMO energy is -21.516 eV. The charge is +4. The orbital gap is 0.324 Eh.



[2]
Formula: C32H23F6N5O8S3Sr
Source: OMol25
Level of theory: wB97M-V/def2-TZVPD

Structure (XYZ):
```
78
Properties=species:S:1:pos:R:3:lowdin_charge:R:1
Sr -0.6161 0.8682 -0.9897 1.519
O 2.3726 1.7756 3.1266 0.034
C 1.3126 1.5476 2.2623 -0.375
O 1.6143 1.7725 0.9047 -0.023
C 0.0517 1.3014 2.6736 -0.250
C -0.2626 1.2385 4.0922 -0.027
C -1.5392 1.0572 4.4945 -0.106
C -2.5474 0.8241 3.5214 -0.083
C -2.1609 0.7944 2.1972 -0.348
N -0.9381 1.0622 1.7329 0.033
C -3.1909 0.3971 1.1768 -0.533
O -4.0316 -0.5741 1.5493 0.064
O -3.3326 0.9376 0.1021 0.052
H 2.6859 2.6813 2.9891 0.106
H 0.5511 1.3436 4.7954 0.094
H -1.7968 1.0372 5.5471 0.090
H -3.5752 0.6544 3.8079 0.092
H -3.5644 -1.1401 2.1956 0.050
C -0.6647 -7.0546 2.5609 -0.057
C -0.4699 -5.9106 1.5994 -0.383
C 0.1339 -6.0915 0.3564 -0.065
C 0.2581 -4.9464 -0.4213 -0.174
N -0.1428 -3.7535 -0.0325 0.035
C -0.7297 -3.6531 1.1933 -0.880
S -1.2556 -2.1290 1.7294 0.662
N -0.9010 -4.7303 2.0098 0.068
H -0.5408 -8.0186 2.0655 0.060
H -1.6608 -6.9838 2.9948 0.069
H 0.0659 -6.9745 3.3678 0.072
H 0.4791 -7.0602 0.0204 0.081
H 0.7036 -5.0015 -1.4135 0.100
F -2.1454 -1.8167 -4.0783 0.150
C -2.0296 -0.9633 -3.0712 -0.670
F -3.2112 -0.3429 -2.9744 0.144
F -1.8417 -1.6255 -1.9320 0.130
S -0.7550 0.3725 -3.4756 0.531
O -1.3870 1.5641 -2.9933 -0.395
O -0.5186 0.2529 -4.8747 -0.223
N 0.5509 0.1295 -2.6068 -0.548
S 1.3029 -1.1963 -3.0176 0.602
O 0.3912 -2.1636 -3.5403 -0.257
O 2.2978 -1.5681 -2.0777 -0.213
C 2.3101 -0.6451 -4.5201 -0.640
F 3.5806 -1.0496 -4.3688 0.119
F 1.8650 -1.1699 -5.6585 0.135
F 2.3355 0.6871 -4.6398 0.124
C 3.8132 -2.8148 0.9267 -0.078
C 2.5670 -2.3485 1.3853 -0.061
C 2.2349 -1.0283 1.2763 0.000
C 3.1458 -0.1075 0.7032 -0.086
C 2.8265 1.2654 0.5152 -0.234
C 3.7241 2.1216 -0.0692 -0.009
C 4.9940 1.6624 -0.4638 -0.093
C 5.3349 0.3489 -0.2996 -0.056
C 4.4103 -0.5690 0.2558 -0.174
C 4.7129 -1.9457 0.3732 -0.053
H 4.0526 -3.8687 1.0020 0.096
H 1.8538 -3.0386 1.8182 0.093
H 1.2688 -0.6765 1.6234 0.076
H 3.4379 3.1556 -0.2154 0.116
H 5.7084 2.3675 -0.8717 0.092
H 6.3198 -0.0068 -0.5810 0.100
H 5.6682 -2.2978 -0.0006 0.101
C -0.7380 3.6598 -0.2201 -0.150
C -1.9586 4.1954 -0.6826 -0.352
C -2.1093 4.7252 -1.9993 -0.082
C -3.2729 5.3104 -2.4212 -0.072
C -4.3776 5.4317 -1.5548 -0.293
C -4.2599 4.9010 -0.2530 -0.063
C -3.1021 4.3040 0.1647 -0.064
C -5.5572 6.0757 -1.9863 -0.262
N -6.5138 6.6191 -2.3479 0.077
H -0.6076 3.6419 0.8563 0.033
H 0.1455 3.9771 -0.7767 0.027
H -1.2740 4.6390 -2.6864 0.098
H -3.3602 5.6989 -3.4298 0.102
H -5.1074 4.9831 0.4179 0.104
H -3.0332 3.8821 1.1609 0.105
```

Its maximum force is 11.024 eV Å⁻¹. As for the multiplicity: 1. For the total energy, the calculation gives -107034.64754 eV. For the molar mass, the calculation gives 903.4 g/mol. The calculation puts the relative energy (zero: lowest compared OMol25 entry of this formula, charge and spin) at 433.6 kJ/mol. Its HOMO energy is -0.989 eV. The charge is -2. The orbital gap is 0.186 Eh.